No. 1
{
  "formula": "C12H15NO4S",
  "method": "the ωB97M-V functional and the def2-TZVPD basis",
  "species": ["C", "C", "N", "C", "O", "C", "O", "C", "O", "C", "C", "C", "O", "C", "C", "C", "C", "S", "H", "H", "H", "H", "H", "H", "H", "H", "H", "H", "H", "H", "H", "H", "H"],
  "xyz": [[1.424, 2.607, -2.499], [1.850, 1.597, -3.617], [1.449, 0.262, -3.390], [2.637, -0.578, -3.016], [3.907, -0.272, -3.116], [1.995, -2.116, -2.519], [1.641, -2.074, -1.090], [0.301, -1.635, -1.082], [-0.617, -1.080, -2.030], [-0.076, -1.450, 0.529], [0.205, -0.088, 0.916], [-0.025, 0.195, 2.425], [0.567, 0.046, 3.333], [-1.475, 0.556, 2.654], [-2.212, 0.426, 4.000], [-3.381, 0.945, 3.865], [-3.930, 1.079, 2.453], [-2.422, 0.891, 1.420], [0.225, 2.453, -2.329], [1.520, 3.506, -2.727], [1.904, 2.352, -1.573], [3.004, 1.553, -3.706], [1.366, 1.730, -4.689], [0.681, 0.031, -3.078], [1.268, -2.475, -3.220], [2.831, -2.696, -2.375], [-1.182, -1.674, 0.626], [0.499, -2.097, 0.991], [1.328, 0.057, 1.009], [-0.258, 0.904, 0.306], [-1.719, 0.034, 4.782], [-3.970, 1.078, 4.716], [-4.777, 1.377, 2.253]],
  "atomic_forces_ev_per_a": [[-4.4, -9.2, 0.9], [0.2, 1.6, -2.4], [15.3, 0.0, -2.0], [0.2, 0.1, -0.5], [-6.9, -1.7, 0.6], [2.9, 3.5, 0.4], [-5.4, 1.7, -3.2], [-4.0, 3.9, 0.3], [6.8, -4.3, 5.3], [-4.6, 0.8, -6.0], [3.2, 5.2, 0.8], [-10.7, 1.2, -9.5], [9.1, -2.0, 9.7], [0.1, -1.5, 4.7], [5.7, 0.7, -6.5], [-6.0, 0.8, -4.3], [13.0, -3.0, 4.9], [-5.5, 1.3, -0.3], [2.8, 0.3, -0.2], [1.2, 8.1, -2.1], [0.3, -0.1, 0.4], [-2.0, 0.4, -0.1], [1.2, 1.1, 2.0], [-9.9, -3.1, 4.0], [-0.6, -0.1, 0.1], [2.0, -1.6, -0.9], [1.3, 0.0, -0.1], [2.6, -3.2, 2.6], [-0.8, 0.0, -1.2], [1.3, -3.2, 1.3], [1.5, -0.9, 2.8], [-1.5, 0.2, 1.0], [-8.3, 3.0, -2.7]],
  "nbo_charge": [-0.57, -0.25, -0.59, 0.65, -0.60, -0.16, -0.47, 0.81, -0.65, -0.47, -0.53, 0.61, -0.48, -0.44, -0.21, -0.22, -0.37, 0.56, 0.18, 0.19, 0.21, 0.24, 0.19, 0.38, 0.23, 0.21, 0.23, 0.22, 0.24, 0.25, 0.23, 0.22, 0.17],
  "charge": 0,
  "e_homo_ev": -8.4311,
  "orbital_gap_ev": 8.2,
  "relative_energy_ev": 10.591,
  "e_lumo_ha": -0.0073
}

No. 2
{
  "formula": "C35H30ClN3O2RhSSi",
  "method": "the ωB97M-V functional and the def2-TZVPD basis",
  "species": ["Rh", "C", "C", "C", "C", "C", "C", "C", "S", "O", "O", "N", "C", "C", "C", "C", "C", "N", "H", "H", "H", "H", "H", "H", "H", "H", "H", "H", "H", "Cl", "C", "C", "C", "C", "N", "C", "H", "H", "H", "H", "C", "C", "C", "C", "C", "C", "Si", "C", "C", "C", "C", "C", "C", "C", "C", "C", "C", "C", "C", "H", "H", "H", "H", "H", "H", "H", "H", "H", "H", "H", "H", "H", "H", "H"],
  "xyz": [[0.318, 1.142, 0.822], [2.219, -5.753, -3.069], [2.177, -4.423, -2.363], [1.467, -4.287, -1.193], [1.514, -3.098, -0.455], [2.306, -2.057, -0.833], [3.076, -2.216, -2.000], [2.972, -3.359, -2.763], [2.412, -0.545, -0.025], [1.862, 0.513, -0.869], [3.754, -0.413, 0.461], [1.395, -0.662, 1.153], [1.882, -0.320, 2.407], [2.456, -1.176, 3.385], [2.815, -0.632, 4.603], [2.527, 0.702, 4.860], [1.957, 1.437, 3.871], [1.597, 0.959, 2.679], [2.353, -5.662, -4.198], [1.256, -6.255, -2.902], [2.990, -6.335, -2.630], [0.875, -5.143, -0.838], [0.925, -3.095, 0.435], [3.756, -1.366, -2.377], [3.644, -3.531, -3.635], [2.533, -2.223, 3.082], [3.189, -1.271, 5.408], [2.716, 1.184, 5.807], [1.753, 2.485, 4.010], [-0.362, 6.163, -1.930], [0.808, 4.992, -1.341], [2.192, 5.126, -1.565], [3.049, 4.170, -1.026], [2.536, 3.156, -0.259], [1.252, 3.075, 0.033], [0.435, 3.970, -0.488], [2.546, 5.926, -2.234], [4.114, 4.196, -1.243], [3.199, 2.387, 0.174], [-0.620, 3.722, -0.353], [-0.477, 2.890, -3.410], [0.105, 1.669, -3.093], [-0.487, 0.834, -2.172], [-1.614, 1.220, -1.462], [-2.215, 2.476, -1.789], [-1.659, 3.294, -2.794], [-2.047, 0.416, 0.119], [-1.753, -1.443, 0.129], [-2.219, -2.160, -0.955], [-2.248, -3.552, -0.902], [-1.792, -4.218, 0.246], [-1.390, -3.452, 1.291], [-1.349, -2.085, 1.265], [-3.438, 1.097, 1.181], [-3.648, 2.470, 1.446], [-4.692, 2.908, 2.260], [-5.391, 1.931, 2.932], [-5.265, 0.585, 2.704], [-4.264, 0.160, 1.805], [-0.020, 3.399, -4.275], [1.013, 1.322, -3.634], [-0.053, -0.126, -1.982], [-3.101, 2.789, -1.268], [-2.106, 4.192, -3.093], [-2.680, -1.733, -1.808], [-2.647, -4.108, -1.711], [-1.835, -5.326, 0.288], [-1.090, -3.941, 2.237], [-1.152, -1.560, 2.174], [-3.126, 3.279, 0.883], [-4.888, 3.954, 2.343], [-6.114, 2.304, 3.682], [-6.015, -0.064, 3.121], [-4.188, -0.903, 1.641]],
  "atomic_forces_ev_per_a": [[-0.1, 1.0, -0.4], [-1.4, 0.9, -1.6], [0.2, -0.4, 0.0], [-0.3, 0.0, 0.3], [-0.7, -1.4, 0.3], [0.7, -0.3, -2.0], [0.9, 1.8, -1.0], [1.2, -0.2, -0.6], [1.4, -1.0, 0.0], [0.3, 0.1, -0.4], [0.4, 0.6, -0.3], [-0.7, -0.6, 1.1], [0.1, -0.2, 1.9], [-0.5, 0.3, -1.6], [-0.5, -0.8, 0.4], [0.4, -0.2, 0.2], [-0.7, 1.3, -0.4], [0.5, -0.6, 0.0], [0.0, -0.1, 1.5], [0.3, -0.1, -0.1], [0.8, -0.7, 0.2], [0.2, 0.6, 0.0], [-0.2, 0.4, 0.4], [-1.1, -1.4, 0.8], [-0.7, 0.5, 0.6], [0.3, 0.3, 0.5], [0.1, 0.2, -0.4], [0.2, -0.1, 0.1], [-0.1, 0.2, 0.2], [0.7, -0.7, 0.3], [1.2, 0.6, 0.6], [-0.8, 0.3, -0.7], [0.2, 0.6, -0.6], [1.3, -0.6, 0.9], [-0.2, -0.4, 0.2], [-1.9, -0.2, -0.5], [-0.1, -0.4, 0.5], [-0.2, 0.1, 0.1], [-0.4, 0.5, -0.3], [0.2, 0.6, 0.2], [0.3, -0.5, -0.9], [0.6, -0.2, -0.8], [0.2, -0.3, -0.1], [-1.0, 1.6, -0.1], [1.0, 0.0, -0.9], [0.3, -1.9, 0.8], [-0.1, -0.2, 0.7], [-0.9, 2.1, -0.4], [-0.1, -1.7, 0.2], [0.6, 0.1, 1.0], [-0.8, -0.7, -1.7], [1.0, -1.1, 2.6], [-0.5, -0.3, 0.2], [0.4, -0.1, -0.1], [-0.3, 0.9, -1.1], [1.6, -1.2, -0.7], [-1.7, 1.2, 1.5], [0.8, 0.1, -1.0], [-1.0, 0.3, 0.9], [-0.4, 0.3, 0.7], [-0.8, 0.4, 0.5], [0.2, -0.4, 0.0], [-0.3, 0.1, 0.1], [-0.7, 1.1, -0.2], [-0.1, 0.8, -0.7], [-0.3, -0.4, -0.7], [0.1, 0.9, 0.1], [-0.2, 0.2, -0.6], [0.4, 0.4, 0.4], [0.0, -0.9, 0.5], [-0.1, 0.4, 0.3], [0.2, -0.5, -0.6], [0.3, -0.4, 0.2], [0.3, -0.1, -0.3]],
  "mulliken_spin": [2.92, 0.00, 0.00, 0.00, 0.01, -0.01, 0.00, 0.00, 0.03, 0.11, 0.02, 0.20, -0.01, 0.00, 0.01, 0.00, 0.00, 0.10, 0.00, 0.00, 0.00, 0.00, 0.01, 0.00, 0.00, 0.00, 0.00, 0.00, 0.00, 0.00, 0.02, 0.00, 0.01, -0.01, 0.12, 0.05, 0.00, 0.00, 0.00, -0.05, 0.08, -0.06, 0.10, 0.10, 0.07, -0.03, -0.10, 0.01, 0.02, 0.00, 0.01, 0.02, 0.08, -0.01, 0.05, -0.01, 0.03, -0.01, 0.07, 0.00, 0.00, 0.01, 0.01, 0.00, 0.01, 0.00, 0.00, 0.00, 0.00, -0.01, 0.00, 0.00, 0.00, 0.00],
  "charge": 1,
  "e_homo_ev": [-9.7364, -11.6756],
  "orbital_gap_ev": [7.6, 7.2],
  "relative_energy_ev": 0.000,
  "e_lumo_ha": [-0.0802, -0.1648],
  "multiplicity": 5
}

No. 3
{
  "formula": "C15H60N18O15",
  "method": "the ωB97M-V functional and the def2-TZVPD basis",
  "species": ["C", "O", "H", "H", "H", "H", "C", "O", "H", "H", "H", "H", "C", "O", "H", "H", "H", "H", "C", "O", "H", "H", "H", "H", "C", "O", "H", "H", "H", "H", "C", "O", "H", "H", "H", "H", "C", "O", "N", "N", "H", "H", "H", "H", "C", "O", "N", "N", "H", "H", "H", "H", "C", "O", "N", "N", "H", "H", "H", "H", "C", "O", "N", "N", "H", "H", "H", "H", "C", "O", "N", "N", "H", "H", "H", "H", "C", "O", "N", "N", "H", "H", "H", "H", "C", "O", "N", "N", "H", "H", "H", "H", "C", "O", "N", "N", "H", "H", "H", "H", "C", "O", "N", "N", "H", "H", "H", "H"],
  "xyz": [[-0.139, -3.405, 0.800], [0.097, -3.943, 2.083], [-0.350, -4.173, 0.056], [-0.981, -2.708, 0.806], [0.731, -2.783, 0.588], [-0.617, -3.874, 2.721], [0.635, 3.715, 0.496], [1.650, 4.697, 0.244], [0.706, 2.793, -0.080], [0.677, 3.556, 1.573], [-0.280, 4.267, 0.258], [1.558, 5.012, -0.664], [-1.486, 1.926, 4.576], [-0.719, 1.207, 3.627], [-1.447, 1.393, 5.531], [-0.968, 2.879, 4.725], [-2.507, 2.153, 4.274], [0.238, 1.342, 3.784], [1.997, 2.949, -2.555], [1.976, 4.372, -2.665], [1.050, 2.511, -2.892], [2.645, 2.534, -3.337], [2.281, 2.516, -1.603], [1.858, 4.523, -3.606], [-2.023, 3.260, -2.661], [-2.588, 2.149, -3.353], [-0.977, 3.398, -2.952], [-2.553, 4.189, -2.873], [-1.919, 3.057, -1.593], [-3.388, 1.936, -2.836], [-3.186, -2.274, -0.920], [-3.393, -3.104, -2.106], [-2.958, -3.100, -0.251], [-2.542, -1.426, -1.140], [-4.154, -1.913, -0.564], [-4.060, -2.756, -2.704], [2.997, 1.807, 3.696], [1.860, 1.624, 4.150], [3.409, 1.429, 2.471], [3.992, 2.232, 4.524], [4.282, 1.649, 2.026], [2.759, 1.058, 1.794], [4.952, 2.070, 4.283], [3.727, 2.375, 5.482], [-0.717, 0.342, -4.582], [0.333, 0.039, -3.975], [-1.831, -0.374, -4.547], [-0.702, 1.421, -5.410], [-2.018, -1.166, -3.959], [-2.534, 0.031, -5.142], [0.209, 1.849, -5.400], [-1.524, 1.991, -5.528], [0.059, -4.222, -2.749], [-0.522, -5.282, -2.548], [-0.534, -3.000, -2.727], [1.426, -4.145, -2.699], [-1.476, -3.113, -2.360], [-0.038, -2.155, -2.951], [2.000, -4.933, -2.937], [1.907, -3.261, -2.685], [-0.508, 0.356, -0.063], [-1.672, 0.813, -0.035], [0.327, 0.261, -1.068], [0.161, 0.211, 1.103], [-0.053, 0.415, -1.989], [1.221, -0.198, -0.972], [-0.353, 0.544, 1.904], [1.085, -0.176, 1.003], [1.091, -2.044, 5.569], [1.031, -3.229, 5.875], [2.230, -1.308, 5.671], [0.049, -1.338, 5.044], [2.329, -0.432, 5.187], [3.017, -1.606, 6.215], [0.161, -0.464, 4.564], [-0.859, -1.767, 5.068], [3.476, -1.765, 0.089], [2.701, -0.949, -0.459], [3.180, -2.399, 1.237], [4.605, -2.129, -0.525], [3.751, -3.155, 1.567], [2.436, -2.092, 1.839], [5.254, -2.842, -0.253], [4.771, -1.652, -1.404], [-4.698, 2.630, -0.375], [-4.740, 1.943, -1.403], [-5.446, 3.750, -0.170], [-3.836, 2.357, 0.631], [-6.021, 4.119, -0.904], [-5.003, 4.338, 0.512], [-3.800, 2.808, 1.529], [-3.010, 1.769, 0.517], [4.067, -1.106, -3.968], [5.169, -1.201, -3.427], [3.795, -1.742, -5.152], [2.977, -0.388, -3.551], [4.591, -2.034, -5.696], [2.938, -1.664, -5.665], [3.026, -0.053, -2.601], [2.145, -0.407, -4.115], [-3.476, -2.135, 3.003], [-3.236, -3.196, 2.427], [-2.686, -1.054, 2.831], [-4.590, -1.907, 3.744], [-2.741, -0.127, 3.206], [-1.905, -1.198, 2.210], [-4.589, -1.061, 4.285], [-5.247, -2.634, 3.952]],
  "atomic_forces_ev_per_a": [[-0.6, 0.8, 0.6], [0.8, -0.4, 0.5], [0.3, 0.0, -0.1], [-0.1, -0.1, 0.0], [0.1, -0.3, -0.7], [-0.5, 0.1, -0.5], [-0.1, 1.8, 0.1], [0.5, -0.5, -0.1], [0.1, 0.0, 0.0], [-0.1, -0.4, -0.1], [-0.5, -0.8, 0.1], [0.1, -0.2, 0.0], [1.5, 0.5, 0.6], [-0.7, -0.4, -0.5], [-0.4, 0.1, 0.0], [-0.4, 0.1, 0.2], [0.0, -0.4, -0.3], [-0.2, 0.5, 0.0], [-0.2, -0.9, -1.9], [0.0, -0.3, 0.5], [-0.3, 0.1, 0.7], [0.6, 0.1, 0.4], [0.0, 0.7, 0.3], [0.0, 0.4, 0.1], [0.7, -0.3, 0.1], [-0.2, 0.5, 0.4], [-0.1, -0.1, -0.5], [-0.1, 0.1, 0.2], [-0.5, 0.1, 0.1], [0.1, -0.2, -0.1], [-1.9, -1.4, -0.8], [0.1, 0.4, -0.3], [1.0, 0.9, 0.7], [0.4, -0.2, 0.5], [0.1, 0.3, -0.1], [0.0, 0.2, 0.2], [0.7, -0.9, 0.9], [0.1, 0.2, -0.5], [-0.4, -0.3, -1.3], [-0.3, 0.3, -0.2], [0.2, 0.4, 0.6], [-0.4, 0.2, 0.3], [0.1, 0.1, 0.1], [0.1, 0.0, 0.0], [1.4, -0.3, 0.5], [-0.6, -0.2, -0.1], [-0.8, 0.4, -0.9], [0.2, -0.1, -0.3], [0.2, 0.0, 0.1], [-0.6, -0.6, 0.4], [-0.2, 0.4, -0.1], [0.1, 0.0, 0.2], [0.8, -0.5, 1.8], [-0.1, 0.5, -0.8], [-0.8, -0.9, -0.2], [1.1, 0.1, -0.6], [-0.1, 0.9, -0.5], [-0.2, 0.2, 0.2], [-0.3, -0.2, 0.1], [-0.2, 0.1, -0.1], [-0.5, 2.2, 2.3], [0.8, -0.9, -1.0], [-0.6, -0.1, -3.0], [-0.5, -0.7, 0.4], [0.2, -0.2, -0.2], [0.0, -0.1, 0.0], [0.6, -0.3, 0.5], [0.0, 0.0, 0.8], [0.0, -1.0, -0.3], [-0.2, 0.8, 0.4], [0.9, 0.8, -0.1], [-0.3, -0.2, 0.2], [-0.2, 0.1, 0.2], [-0.1, -0.5, -0.1], [-0.2, 0.0, 0.1], [0.1, -0.1, -0.3], [-0.9, -0.4, -0.5], [0.7, 0.1, 0.9], [0.1, 0.1, 0.6], [0.5, 0.5, -0.9], [0.0, 0.0, 0.1], [-0.2, -0.2, -0.2], [-0.1, 0.0, 0.3], [0.3, -0.2, -0.2], [0.7, -0.7, -1.0], [-0.2, 0.5, 0.4], [0.1, -0.2, 0.6], [0.8, -0.3, 1.0], [0.1, 0.0, 0.0], [-0.6, 0.7, -0.2], [-0.6, 0.5, -0.2], [-0.4, -0.4, -0.7], [-0.8, 0.3, -0.7], [-0.8, 0.2, 0.3], [0.9, -0.6, -0.6], [1.8, -0.5, 0.4], [0.0, -0.1, 0.2], [-0.2, 0.2, 0.2], [-0.5, 0.0, -0.1], [-0.4, 0.3, 0.6], [-0.4, -0.8, -1.0], [-0.1, 0.4, 0.6], [1.4, 0.3, -0.4], [-0.1, 0.4, 0.4], [-0.4, -0.1, 0.2], [0.0, 0.0, 0.0], [-0.4, -0.1, 0.2], [0.2, -0.2, 0.0]],
  "lowdin_charge": [-0.15, -0.12, 0.08, 0.04, 0.04, 0.06, -0.14, -0.14, 0.04, 0.07, 0.08, 0.04, -0.13, -0.22, 0.08, 0.09, 0.07, 0.01, -0.16, -0.11, 0.05, 0.08, 0.07, 0.08, -0.14, -0.15, 0.06, 0.08, 0.06, 0.05, -0.10, -0.16, 0.08, 0.06, 0.09, 0.07, -0.62, 0.00, 0.20, 0.17, 0.12, 0.09, 0.10, 0.11, -0.66, -0.07, 0.21, 0.17, 0.10, 0.11, 0.10, 0.10, -0.69, 0.02, 0.17, 0.15, 0.06, 0.07, 0.10, 0.07, -0.67, -0.02, 0.21, 0.18, 0.08, 0.05, 0.06, 0.06, -0.68, 0.02, 0.15, 0.17, 0.06, 0.10, 0.05, 0.10, -0.64, -0.05, 0.19, 0.19, 0.12, 0.10, 0.11, 0.07, -0.66, 0.00, 0.15, 0.16, 0.10, 0.09, 0.09, 0.04, -0.66, 0.00, 0.14, 0.17, 0.10, 0.09, 0.08, 0.05, -0.68, 0.02, 0.18, 0.16, 0.08, 0.08, 0.09, 0.11],
  "charge": 0,
  "e_homo_ev": -9.1252,
  "orbital_gap_ev": 9.2,
  "relative_energy_ev": 0.000,
  "e_lumo_ha": 0.0029
}

No. 4
{
  "formula": "C2H7N5O",
  "method": "the ωB97M-V functional and the def2-TZVPD basis",
  "species": ["C", "C", "H", "H", "H", "H", "H", "H", "H", "N", "N", "N", "N", "N", "O"],
  "xyz": [[-0.881, 0.595, 0.652], [1.165, 0.047, -0.790], [0.061, -0.784, 2.083], [-2.146, -0.603, 1.699], [-2.038, 2.139, 0.159], [0.630, 2.069, -0.279], [2.406, 1.479, -1.008], [1.423, -1.912, -1.385], [-0.790, -2.215, -0.120], [-0.789, -0.641, 1.395], [-1.911, 1.270, 0.712], [0.289, 0.935, -0.027], [2.255, 0.435, -1.268], [0.786, -1.211, -0.858], [-0.458, -1.604, -0.964]],
  "atomic_forces_ev_per_a": [[2.9, -1.3, 0.6], [-1.6, 2.8, 1.9], [-2.8, 0.8, -1.5], [5.5, -0.3, -0.2], [0.6, -1.2, 0.2], [-2.1, -4.6, 1.2], [-0.1, -2.4, -0.5], [-1.0, 2.3, 1.2], [1.7, 2.8, -2.5], [-3.6, 0.9, 1.3], [-2.8, 1.8, 0.3], [2.7, 3.1, -2.1], [1.6, 2.8, -0.3], [3.6, -4.6, -0.8], [-4.8, -2.8, 1.3]],
  "nbo_charge": [0.58, 0.55, 0.42, 0.43, 0.37, 0.41, 0.33, 0.38, 0.49, -0.92, -0.74, -0.69, -0.74, -0.31, -0.54],
  "charge": 0,
  "e_homo_ev": -8.7585,
  "orbital_gap_ev": 9.2,
  "relative_energy_ev": 4.952,
  "e_lumo_ha": 0.0145
}